No. 1
Molecular formula: C39H77BF7O15S
Method: DFT, wB97M-V/def2-TZVPD

Cartesian coordinates (Å):
C (-2.05021, 0.40021, 5.65782)
C (-0.99289, 0.09262, 4.77377)
C (0.18553, -0.20880, 3.66769)
S (-0.31235, 0.83322, 2.20287)
O (-1.79812, 1.29231, 2.47689)
O (0.49336, 2.13526, 1.99520)
C (-0.39484, -0.11417, 0.56110)
F (-1.64173, -0.96451, 0.63401)
F (0.77563, -0.98772, 0.31463)
C (-0.56398, 0.94341, -0.72376)
F (0.73316, 1.67813, -0.96569)
F (-1.56722, 2.02987, -0.41355)
C (-1.10596, 0.21616, -2.09300)
F (-2.57596, 0.45636, -2.34688)
F (-0.39692, 0.87000, -3.25376)
F (-0.83435, -1.23777, -2.17913)
O (-0.20519, -1.58585, 3.21527)
C (0.92440, -2.52601, 3.17215)
O (0.88755, -3.83023, 2.88162)
O (2.06933, -1.66451, 3.57909)
C (1.74708, -0.34095, 4.13267)
B (1.70170, -0.09003, 5.75251)
O (1.60447, 1.34675, 6.19493)
C (1.79612, -1.20526, 6.94899)
C (1.41112, -2.73934, 6.52942)
C (2.90817, 0.60571, 3.46023)
O (3.84955, -0.00438, 2.68710)
O (3.05836, 2.05996, 3.62350)
H (-3.13369, 0.61713, 6.10660)
H (1.08675, 1.82321, 5.45337)
H (0.99998, -0.87798, 7.77644)
H (2.83854, -1.20339, 7.52187)
H (0.32953, -2.89024, 6.10659)
H (1.57574, -3.40506, 7.50682)
H (2.26503, -3.10444, 5.77977)
C (-6.26882, -1.86481, -4.83139)
C (-6.02078, -2.11266, -3.35330)
O (-5.64704, -3.45558, -3.05736)
C (-4.44266, -3.92861, -3.65535)
C (-3.21147, -3.14276, -3.23863)
H (-6.99262, -2.58378, -5.22751)
H (-6.65168, -0.85250, -4.99020)
H (-5.35019, -1.97046, -5.41565)
H (-6.95050, -1.92150, -2.80599)
H (-5.27683, -1.41377, -2.95434)
H (-4.54486, -3.95578, -4.74448)
H (-4.32328, -4.96695, -3.33053)
H (-3.24864, -2.11287, -3.60682)
H (-2.30675, -3.60883, -3.64013)
H (-3.13214, -3.09773, -2.14780)
C (-7.93041, 2.28743, -1.20826)
C (-7.68237, 2.03958, 0.26982)
O (-7.30863, 0.69665, 0.56577)
C (-6.10425, 0.22362, -0.03222)
C (-4.87306, 1.00947, 0.38450)
H (-8.65421, 1.56846, -1.60438)
H (-8.31327, 3.29973, -1.36707)
H (-7.01178, 2.18178, -1.79252)
H (-8.61210, 2.23073, 0.81714)
H (-6.93842, 2.73847, 0.66879)
H (-6.20645, 0.19645, -1.12135)
H (-5.98487, -0.81471, 0.29260)
H (-4.91024, 2.03937, 0.01631)
H (-3.96835, 0.54341, -0.01700)
H (-4.79374, 1.05450, 1.47533)
C (1.77697, 2.57113, 11.56939)
C (2.03565, 1.07946, 11.44404)
O (2.29666, 0.65848, 10.10787)
C (3.44103, 1.22392, 9.47340)
C (4.74557, 0.90349, 10.18233)
H (0.98409, 2.88469, 10.88330)
H (1.48096, 2.82310, 12.59186)
H (2.66934, 3.15496, 11.32603)
H (1.13890, 0.54063, 11.76959)
H (2.84691, 0.76138, 12.10869)
H (3.31225, 2.30360, 9.35058)
H (3.47612, 0.80053, 8.46474)
H (4.79062, 1.37036, 11.17109)
H (5.59656, 1.26992, 9.60057)
H (4.85317, -0.17645, 10.32508)
C (3.70594, 3.05570, -0.42072)
C (5.10692, 3.63494, -0.51781)
O (5.75042, 3.36029, -1.75926)
C (5.12228, 3.87544, -2.93055)
C (5.01373, 5.39041, -2.94189)
H (3.71443, 1.98451, -0.64474)
H (3.29967, 3.20439, 0.58397)
H (3.02445, 3.53260, -1.13104)
H (5.72826, 3.17943, 0.26124)
H (5.10380, 4.71306, -0.32100)
H (4.14349, 3.40750, -3.07337)
H (5.74107, 3.56120, -3.77686)
H (4.34186, 5.75089, -2.15686)
H (4.62238, 5.73822, -3.90251)
H (5.99260, 5.84970, -2.77131)
C (-3.98591, -3.43753, -9.75275)
C (-5.28902, -3.16606, -9.02071)
O (-5.35617, -1.86467, -8.44399)
C (-5.27374, -0.76313, -9.34493)
C (-6.39809, -0.73138, -10.36566)
H (-3.12864, -3.23747, -9.10254)
H (-3.94366, -4.47905, -10.08441)
H (-3.88165, -2.80077, -10.63597)
H (-5.37944, -3.87758, -8.19244)
H (-6.15261, -3.33831, -9.67311)
H (-4.29490, -0.74500, -9.83374)
H (-5.32967, 0.14215, -8.73237)
H (-6.34066, -1.58096, -11.05309)
H (-6.34740, 0.18475, -10.96152)
H (-7.37263, -0.77727, -9.86929)
C (6.75167, 0.85437, 3.55951)
C (6.99971, 0.60652, 5.03760)
O (7.37345, -0.73641, 5.33354)
C (8.57783, -1.20944, 4.73556)
C (9.80902, -0.42359, 5.15227)
H (6.02787, 0.13540, 3.16340)
H (6.36881, 1.86667, 3.40071)
H (7.67030, 0.74872, 2.97525)
H (6.06998, 0.79767, 5.58492)
H (7.74366, 1.30541, 5.43656)
H (8.47563, -1.23661, 3.64643)
H (8.69721, -2.24777, 5.06037)
H (9.77184, 0.60631, 4.78409)
H (10.71373, -0.88965, 4.75077)
H (9.88834, -0.37856, 6.24310)
C (-1.27457, -0.27083, -6.30508)
C (-1.01589, -1.76250, -6.43043)
O (-0.75488, -2.18348, -7.76661)
C (0.38950, -1.61804, -8.40107)
C (1.69403, -1.93847, -7.69214)
H (-2.06745, 0.04273, -6.99118)
H (-1.57057, -0.01886, -5.28262)
H (-0.38220, 0.31300, -6.54845)
H (-1.91263, -2.30134, -6.10488)
H (-0.20463, -2.08058, -5.76578)
H (0.26071, -0.53836, -8.52389)
H (0.42458, -2.04143, -9.40973)
H (1.73908, -1.47161, -6.70339)
H (2.54503, -1.57204, -8.27390)
H (1.80163, -3.01841, -7.54939)

Atoms 1-6, force components in eV/Å:
C 6.71 -2.12 -6.94
C -6.74 2.48 5.54
C -1.53 -2.67 1.55
S -3.93 9.23 0.30
O 4.95 -3.05 -1.30
O -1.56 -5.54 0.35

Results
LUMO energy = 0.7163 eV
E_tot = -3782.33297 hartree
Highest occupied orbital energy = -5.42 eV
F_max = 10.04 eV/A
Frontier orbital gap = 6.1 eV
Charge = -1
Multiplicity = 1

=====

No. 2
Molecular formula: C44H46N7O6P2S2Sn
Method: DFT, wB97M-V/def2-TZVPD

Cartesian coordinates (Å):
Sn (10.00968, 13.70631, 16.40172)
C (5.79898, 12.19037, 14.36930)
C (6.61398, 10.98584, 14.87859)
C (8.13008, 11.17235, 15.04836)
N (8.56488, 11.75570, 16.31648)
C (8.53379, 10.97448, 17.37039)
C (8.12129, 9.60401, 17.35543)
C (7.78906, 8.73803, 18.38065)
C (7.72616, 8.96008, 19.74350)
C (8.10933, 10.12402, 20.42681)
C (8.76177, 11.22570, 19.92882)
C (9.12504, 11.59265, 18.60689)
N (9.92974, 12.60222, 18.39378)
C (10.89971, 13.05944, 19.37504)
C (10.56406, 14.37341, 20.05581)
C (10.51040, 15.56110, 19.05561)
N (9.54372, 15.41591, 17.97281)
C (8.45425, 16.13665, 17.83625)
C (7.95061, 17.01726, 18.83775)
C (7.12147, 18.12289, 18.75480)
C (6.42594, 18.63211, 17.65751)
C (6.28289, 17.96149, 16.43893)
C (6.71291, 16.68927, 16.08110)
C (7.70673, 15.82927, 16.62255)
N (8.03369, 14.69100, 16.02270)
C (7.32196, 14.21407, 14.85961)
C (6.04320, 13.44369, 15.23259)
H (6.01637, 12.40520, 13.31580)
H (4.74264, 11.96470, 14.34107)
H (6.21433, 10.65205, 15.83385)
H (6.45233, 10.14202, 14.19519)
H (8.59237, 10.19154, 14.90865)
H (8.51592, 11.75662, 14.24702)
H (7.99579, 9.18785, 16.35729)
H (7.56688, 7.70566, 18.11683)
H (7.33196, 8.15982, 20.36890)
H (7.86050, 10.16493, 21.50186)
H (8.96611, 11.97837, 20.66308)
H (11.02435, 12.24757, 20.13098)
H (11.87783, 13.22907, 18.90820)
H (9.65678, 14.30197, 20.70251)
H (11.36266, 14.60447, 20.74545)
H (10.33984, 16.51510, 19.58707)
H (11.50082, 15.64494, 18.57327)
H (8.37872, 16.87069, 19.82219)
H (7.01026, 18.65622, 19.70146)
H (5.92479, 19.56813, 17.85909)
H (5.61110, 18.44541, 15.72867)
H (6.28979, 16.31964, 15.15231)
H (7.11393, 15.05115, 14.19275)
H (7.98940, 13.57940, 14.27876)
H (6.15877, 13.08656, 16.27134)
H (5.18851, 14.14423, 15.22229)
S (8.15068, 14.41650, 10.40370)
C (7.58843, 14.45497, 8.78967)
C (8.18241, 13.51530, 8.02014)
C (9.15852, 12.77540, 8.73349)
C (9.24836, 13.12773, 10.03994)
C (10.03010, 12.45892, 11.10091)
C (10.29612, 13.07581, 12.30709)
N (10.87523, 12.47911, 13.29935)
C (11.32160, 11.21642, 13.15717)
C (11.24339, 10.54062, 11.94542)
C (11.71577, 9.19480, 11.84606)
C (12.30772, 8.61670, 12.90027)
C (12.35622, 9.26780, 14.18656)
C (12.83977, 8.63274, 15.34670)
C (12.82298, 9.30756, 16.53396)
C (12.24798, 10.61885, 16.56267)
N (11.78046, 11.20114, 15.49682)
C (11.85176, 10.57524, 14.33382)
C (13.24448, 8.67853, 17.78787)
C (12.89648, 9.01687, 19.06790)
C (13.42743, 8.14736, 20.03572)
C (14.24348, 7.19894, 19.50894)
S (14.35285, 7.36216, 17.80027)
C (10.54968, 11.22234, 10.90328)
H (6.89676, 15.20362, 8.46596)
H (7.98779, 13.28690, 6.96615)
H (9.72865, 11.93889, 8.29822)
H (9.98379, 14.07898, 12.49871)
H (11.61812, 8.67915, 10.89653)
H (12.70357, 7.61368, 12.78273)
H (13.19618, 7.63870, 15.22968)
H (12.19707, 11.18027, 17.48517)
H (12.21010, 9.81114, 19.28573)
H (13.19378, 8.22956, 21.09832)
H (14.76034, 6.38878, 20.04226)
H (10.34922, 10.66281, 9.97899)
N (13.60076, 17.38585, 14.39950)
C (12.78690, 16.11741, 14.06698)
C (13.05905, 15.71352, 12.59708)
P (13.49478, 14.80146, 15.26028)
O (15.10561, 15.25219, 15.18404)
O (13.43751, 13.43356, 14.64868)
O (12.99161, 15.21064, 16.59540)
P (11.05553, 16.90827, 14.14033)
O (10.82291, 17.24629, 15.71596)
O (11.39234, 18.25186, 13.58096)
O (10.00632, 16.03153, 13.51027)
H (14.57583, 17.21536, 14.16798)
H (13.51221, 17.58331, 15.38115)
H (13.00981, 18.11740, 13.89136)
H (14.11774, 15.45658, 12.39254)
H (12.59384, 16.36187, 11.86380)
H (12.53094, 14.77608, 12.53564)
H (15.56147, 14.48211, 14.88179)
H (10.70016, 16.48316, 16.29434)

Atoms 1-6, force components in eV/Å:
Sn -0.12 -0.13 -0.28
C 0.59 0.52 0.03
C -0.37 -0.05 -0.32
C -0.28 -0.47 0.34
N 0.07 -0.57 0.04
C -0.01 0.43 0.01

Results
LUMO energy = 1.9848 eV
E_tot = -4232.67719 hartree
Highest occupied orbital energy = -4.23 eV
F_max = 1.94 eV/A
Frontier orbital gap = 6.2 eV
Charge = -1
Multiplicity = 1

=====

No. 3
Molecular formula: H12O6
Method: DFT, wB97M-V/def2-TZVPD

Cartesian coordinates (Å):
O (-16.46914, -3.08027, 17.03834)
H (-16.39182, -3.10795, 17.99202)
H (-15.57401, -3.20080, 16.72140)
O (-9.56107, -4.32920, 14.98584)
H (-10.13969, -5.09076, 15.02373)
H (-9.50110, -4.02802, 15.89244)
O (-11.44627, -6.01284, 16.01150)
H (-11.49995, -6.56529, 15.23165)
H (-11.15877, -6.60543, 16.70606)
O (-15.38547, -3.49234, 13.81963)
H (-16.09958, -3.97681, 14.23384)
H (-14.62957, -3.64833, 14.38579)
O (-13.40855, -1.79849, 17.91265)
H (-12.80720, -1.05960, 18.00559)
H (-14.25280, -1.45975, 18.21053)
O (-13.55531, -3.69548, 15.98693)
H (-12.82216, -4.30419, 16.07742)
H (-13.38369, -3.01467, 16.63753)

Atoms 1-6, force components in eV/Å:
O -0.51 0.28 0.07
H 0.00 -0.14 0.23
H 0.57 -0.29 -0.35
O 0.81 0.72 -0.77
H -0.30 -0.26 0.42
H -0.15 -0.08 0.30

Results
LUMO energy (alpha / beta) = 2.8138 / 2.8296 eV
⟨S²⟩ = 0.7503
E_tot = -458.61068 hartree
Energy above the lowest of the compared OMol25 structures with the same formula, charge and spin = 14.9 kcal/mol
Highest occupied orbital energy (alpha / beta) = 0.52 / -7.41 eV
F_max = 1.33 eV/A
Frontier orbital gap (alpha / beta) = 2.3 / 10.2 eV
Charge = -1
Multiplicity = 2

=====

No. 4
Molecular formula: C10H14N2PRe
Method: DFT, wB97M-V/def2-TZVPD

Cartesian coordinates (Å):
C (1.10390, 0.99643, -2.37826)
C (0.06112, 0.66855, -3.36817)
C (-0.36477, -0.65590, -3.49759)
C (-0.45231, -1.55132, -2.42769)
C (0.34386, -1.35024, -1.24720)
Re (-0.41922, 0.31376, -1.49100)
P (0.11437, 2.48286, -0.23973)
H (1.73808, 1.90667, -2.46134)
H (-0.15469, 1.33740, -4.21517)
H (-0.67632, -0.99624, -4.47748)
H (0.30508, -2.11295, -0.48996)
H (-0.97720, -2.48850, -2.52281)
H (-0.80532, 3.20369, 0.56624)
H (0.46681, 3.56266, -1.08696)
H (1.32062, 2.44672, 0.51691)
N (1.74053, -1.15615, 1.04940)
C (0.48337, -0.85092, 1.56479)
C (0.24209, -1.36500, 2.86650)
C (-0.71951, -0.76461, 3.65113)
C (-1.47061, 0.22954, 3.02139)
C (-1.35887, 0.47406, 1.65427)
N (-0.38191, -0.05523, 0.88396)
H (1.83447, -1.14338, 0.02749)
H (2.11505, -2.00955, 1.45808)
H (0.95866, -2.09973, 3.23500)
H (-0.87218, -1.05033, 4.69047)
H (-2.19933, 0.80984, 3.57034)
H (-1.97576, 1.21786, 1.14738)

Atoms 1-6, force components in eV/Å:
C 1.17 1.71 -1.71
C 3.10 1.12 -3.33
C -0.17 -1.60 -1.74
C 1.96 -2.05 -0.75
C -0.57 -3.13 -0.98
Re -2.49 4.18 8.22

Results
LUMO energy (alpha / beta) = -3.2842 / -4.3976 eV
⟨S²⟩ = 3.7753
E_tot = -918.07776 hartree
Energy above the lowest of the compared OMol25 structures with the same formula, charge and spin = 82.9 kcal/mol
Highest occupied orbital energy (alpha / beta) = -10.52 / -12.11 eV
F_max = 9.55 eV/A
Frontier orbital gap (alpha / beta) = 7.2 / 7.7 eV
Charge = +1
Multiplicity = 4

=====

Among the records above, which one has the lowest E_tot? C44H46N7O6P2S2Sn

=====

Look up the E_tot of the second one. -4232.67719 hartree